1.
Here is 2 unconnected molecules or ions with the total composition C7H11N2O from the OMol25 dataset. Energies are from ωB97M-V/def2-TZVPD.

```
21
Properties=species:S:1:pos:R:3:forces:R:3
C -2.2293 -1.1995 -2.3282 1.0250 -0.3847 2.4985
C -2.6618 -0.1070 -1.4956 1.3258 0.0884 -1.3159
C -1.0207 -1.6060 -1.7190 -3.9440 3.1174 0.0761
C -1.6535 0.1841 -0.5943 0.0736 -1.0807 -1.1461
C 3.3056 0.4413 0.3396 -1.2404 -2.8077 -0.7140
C -1.4509 1.2712 0.2931 -2.3025 -3.0007 -1.8684
C 2.3409 -0.3744 0.8007 0.1101 -1.7801 -2.7520
N 1.5148 -0.1201 1.8946 0.5403 3.0228 0.6583
N -0.7346 1.1175 1.3159 1.4267 2.1196 0.9431
O -0.6991 -0.8354 -0.6620 -0.2550 0.7341 -0.6009
H -2.8013 -1.7500 -3.0772 0.4163 0.4401 0.1883
H -3.5238 0.4949 -1.6713 -0.4504 0.2546 0.0454
H -0.3942 -2.3544 -1.9565 2.1488 -2.4524 -0.5948
H 3.5360 1.2768 0.8990 0.7814 1.7805 0.9894
H 3.8800 0.1896 -0.5601 -0.4521 0.2711 0.4373
H -2.1269 2.0753 0.1717 -0.5056 0.9575 0.1079
H 1.9036 -1.2536 0.2084 1.3646 1.1247 0.7589
H 1.5500 -0.7122 2.6913 0.0253 -1.2762 0.3456
H 1.8795 0.7780 2.2617 -0.4346 -0.4330 0.1789
H -0.7653 1.9625 1.8642 0.6486 -0.0759 0.8026
H 0.1510 0.5214 1.3240 -0.3020 -0.6194 0.9618
```
Positions in Å, forces in eV/Å.

Computed properties:
**ΔE to the lowest compared entry with this formula, charge and spin**: 48.0 kcal per mole
**Frontier orbital gap**: 0.2942 Ha
**Charge**: +1
**Largest force on an atom**: 5.03 eV/Å

***

2.
Here is a molecular structure, C7H11N2OS from the OMol25 dataset. Energies are from ωB97M-V/def2-TZVPD.

```
22
Properties=species:S:1:pos:R:3:forces:R:3
C -0.3723 3.9554 -2.1380 2.2704 4.4782 0.6079
C -0.0010 2.2987 -0.7397 2.7531 0.8395 2.0344
C -0.4141 -0.8426 1.1277 1.3806 1.6387 1.0509
C 0.9731 -0.1246 1.3308 -1.2607 0.8271 0.5664
C -1.0390 -0.3067 -0.1433 2.0851 1.3661 1.5550
C 1.7538 -0.0274 0.0340 1.8810 -3.1596 -0.9074
C -0.1287 -0.4100 -1.3298 0.0915 -0.5642 -2.3366
N 0.5048 4.5858 -1.4106 -0.6012 0.2864 -1.3334
N 1.1166 0.1851 -1.1325 -3.0884 2.7689 0.7199
O -0.6549 2.7464 -1.7411 -1.9293 -2.1005 -1.5099
S 1.0748 3.6197 -0.2319 -1.2680 -1.5817 -0.2408
H -0.7729 4.5216 -2.9822 -0.5305 -1.0775 0.1224
H -0.1711 -1.8647 1.1526 0.0366 -1.6528 -0.6028
H -1.0723 -0.7295 2.0143 0.3566 0.4419 -0.5598
H 0.9301 0.9260 1.6214 -0.7733 -0.0088 0.4628
H 1.6401 -0.5819 2.0655 -0.1764 -0.2298 -0.1896
H -1.9725 -0.7073 -0.3104 -2.0867 -0.7418 -0.8459
H -1.0605 0.7868 -0.0105 -0.8972 -0.2407 0.3292
H 2.5287 0.6791 0.0593 1.6695 0.5920 0.6927
H 2.0733 -1.0752 -0.2369 1.0544 0.3200 0.9913
H 0.1991 -1.4036 -1.5320 -0.6636 -1.5220 -0.6421
H -0.5554 0.0872 -2.2118 -0.3038 -0.6792 0.0355
```
Positions in Å, forces in eV/Å.

Computed properties:
**ΔE to the lowest compared entry with this formula, charge and spin**: 26.6 kcal per mole
**Frontier orbital gap (alpha / beta)**: 0.3429 / 0.2248 Ha
**Multiplicity**: 3
**Charge**: +1
**Largest force on an atom**: 5.06 eV/Å

***

3.
Here is 2 unconnected molecules or ions with the total composition C7H11N2S from the OMol25 dataset. Energies are from ωB97M-V/def2-TZVPD.

```
21
Properties=species:S:1:pos:R:3:forces:R:3
C 2.0544 0.2238 1.9920 0.9043 -0.9790 2.6393
C 1.2014 -0.6412 2.7479 0.2877 2.2573 -0.5886
C 1.8089 0.5495 0.7023 -1.0983 2.4462 -1.8331
C -0.0403 -0.8581 2.2173 -1.1284 -1.0327 -0.4160
C 0.5388 0.2500 0.1544 0.2198 -1.4561 -2.0173
C -0.3429 -0.5278 0.8970 2.8308 2.3254 0.0531
C 0.0735 0.6362 -2.1533 1.8611 -0.5659 2.1593
N -1.6127 -0.7916 0.2947 -1.5337 -1.8054 0.1229
N -1.3358 0.6506 -2.1647 0.1993 0.4819 -0.2137
S 0.9913 2.1464 -2.2197 1.3524 -0.9022 -1.2320
H 2.8879 0.6778 2.5773 -0.3887 -0.5736 -0.9103
H 1.4206 -0.7707 3.8004 -0.0915 -0.3732 -0.1417
H 2.4248 1.3734 0.2118 -0.6216 -1.4535 0.4160
H -0.8649 -1.2683 2.7722 -0.0009 -0.4855 0.5959
H 0.5873 -0.1719 -2.7841 -1.1335 0.9626 1.3791
H -1.5031 -1.7825 -0.1224 -1.4331 1.2376 1.6120
H -1.6988 -0.2989 -0.6037 0.0324 0.9362 -0.2671
H -2.4197 -0.5027 0.9708 1.3749 -1.5407 -1.7325
H -1.7085 1.5572 -1.7579 0.2755 -1.4109 -1.4423
H -1.6358 0.3215 -3.1089 -0.4232 0.9577 1.1440
H 2.1590 1.5186 -2.7500 -1.4853 0.9739 0.6728
```
Positions in Å, forces in eV/Å.

Computed properties:
**ΔE to the lowest compared entry with this formula, charge and spin**: 82.9 kcal per mole
**Frontier orbital gap**: 0.3059 Ha
**Charge**: +1
**Largest force on an atom**: 3.66 eV/Å

***

4.
Here is a single C7H11N3 molecule from the OMol25 dataset. Energies are from ωB97M-V/def2-TZVPD.

```
21
Properties=species:S:1:pos:R:3:forces:R:3
C 0.5347 2.6152 1.1033 1.7519 -2.3498 -0.7348
C 0.9230 -0.9677 0.3696 -0.0018 -0.9548 0.1150
C -0.4832 -0.8267 0.3173 -2.1616 0.3294 -0.3965
C 2.3002 0.9910 0.1863 -2.4649 0.4815 0.4596
C -3.3157 1.2128 -0.1754 -2.1032 -3.1621 -0.0734
C 3.1762 -1.0819 -0.3407 0.9786 0.0300 -1.0257
C -2.6722 -0.2268 -0.4592 0.7673 2.2242 -2.9653
N 1.2870 1.7454 0.7473 -0.7835 2.3604 0.1494
N 2.0224 -0.2892 0.0251 0.4000 -0.2251 1.0481
N -1.1883 -0.1815 -0.5485 -0.1042 0.5207 1.2169
H 1.1107 -1.9674 0.6821 0.7535 -0.6972 -0.0480
H -0.9600 -1.5617 1.0464 0.2152 0.8557 -0.6619
H 3.2707 1.3717 0.0180 0.5214 0.3867 -0.2640
H -2.8056 1.6137 0.6363 1.0467 1.2508 1.1545
H -3.2616 1.7423 -1.1005 0.0876 0.8422 -0.2051
H -4.4412 1.1241 0.1813 2.1727 -0.0430 -0.9882
H 4.0688 -0.7825 0.1817 0.3082 0.7251 0.0024
H 3.1347 -2.1152 -0.1175 -0.9691 -0.9908 0.3393
H 3.2868 -1.0059 -1.4238 0.2621 0.0611 0.1032
H -3.0246 -0.9433 0.2034 -0.6432 -1.5250 1.3770
H -2.9629 -0.4663 -1.5325 -0.0336 -0.1201 1.3974
```
Positions in Å, forces in eV/Å.

Computed properties:
**ΔE to the lowest compared entry with this formula, charge and spin**: 92.5 kcal per mole
**Frontier orbital gap (alpha / beta)**: 0.2607 / 0.2647 Ha
**Largest force on an atom**: 3.80 eV/Å

***

5.
Here is a single C7H11N3O molecule from the OMol25 dataset. Energies are from ωB97M-V/def2-TZVPD.

```
22
Properties=species:S:1:pos:R:3:forces:R:3
C 2.4126 -1.8675 -0.2295 -2.4064 2.4469 -1.9028
C 1.8453 -0.5024 -0.0349 0.5481 1.9830 -0.0250
N 2.6226 0.5451 0.1353 0.8973 -0.5847 -0.2362
N 1.8814 1.6696 0.2193 -1.2691 0.5056 -0.1037
C 0.6165 1.3264 0.1051 0.1663 -0.8504 -0.3138
N 0.5659 -0.0552 0.0077 -0.5879 -1.7598 -0.8006
C -0.6072 -0.9681 -0.1061 2.7187 -0.4726 -2.7382
O -0.7578 -1.6819 1.1136 -1.4126 1.4000 -1.1328
C -1.6954 -0.0620 -0.6739 0.8157 0.8407 -0.1150
C -1.8305 1.0868 0.3030 0.5560 0.3943 2.8365
C -0.6832 2.0903 0.1551 0.3139 1.2682 -2.0451
H 1.7077 -2.4948 0.1382 -1.3134 -2.5647 2.2035
H 2.4550 -2.1959 -1.2426 0.3639 0.3458 -1.1668
H 3.3273 -1.7165 0.1648 3.1142 -0.7477 1.6044
H -0.4287 -1.7824 -0.9324 0.2479 1.5149 1.5612
H -1.5099 -1.1918 1.4786 0.1128 -0.4861 0.9030
H -2.4689 -0.7806 -0.7829 -1.6701 0.2112 -0.2856
H -1.4031 0.4447 -1.6907 -0.3494 -1.5862 1.6852
H -1.8382 0.7804 1.4057 0.1589 -0.2283 -1.2721
H -2.6791 1.6990 0.3022 -1.8082 0.3972 -0.7285
H -0.5231 2.8400 0.9175 -0.6346 -0.0891 0.7255
H -1.0092 2.8168 -0.7532 1.4380 -1.9380 1.3469
```
Positions in Å, forces in eV/Å.

Computed properties:
**ΔE to the lowest compared entry with this formula, charge and spin**: 50.5 kcal per mole
**Frontier orbital gap**: 0.3458 Ha
**SMILES**: Cc1nnc2n1[C@@H](O)CCC2
**Largest force on an atom**: 3.92 eV/Å

***

6.
Here is a gas-phase ion, C7H11N4 (charge +1) from the OMol25 dataset. Energies are from ωB97M-V/def2-TZVPD.

```
22
Properties=species:S:1:pos:R:3:forces:R:3
C -0.5350 -1.3110 0.1899 2.4039 1.6915 -0.2968
C 1.7414 1.1838 -1.5329 -2.0184 -0.6985 1.1944
C -0.0595 -0.1949 -0.3755 1.1441 -2.4244 -2.6835
C -1.3690 -0.9652 1.3867 -0.6990 0.1893 0.8357
C -2.1098 0.3635 1.2727 1.1228 -0.8471 -0.7499
C -1.1948 1.5064 0.8141 2.5528 -0.6941 0.5204
C -0.3485 1.2159 -0.5070 -0.0068 0.3103 -0.3289
N 0.9046 1.9304 -0.9133 0.6926 -0.4142 0.5168
N -1.3125 -1.7860 2.3297 0.1185 -1.5597 -0.1524
N 1.4311 -0.1843 -1.8154 -3.4326 -0.0248 2.2360
N 2.4245 -1.1278 -1.4823 2.7162 -0.5690 -1.7919
H -0.0347 -2.2949 0.1276 -0.7123 0.5612 -0.0794
H 2.6143 1.5593 -1.9820 1.1405 0.7729 -0.4150
H -2.8286 0.1898 0.4904 -0.9566 0.1095 0.0182
H -2.5041 0.5617 2.2531 -0.5897 0.3573 0.0880
H -1.7103 2.3973 0.7101 -1.2734 1.6788 -0.4747
H -0.4980 1.7018 1.6417 0.1709 -0.0829 -0.3004
H -0.9048 1.4727 -1.4266 -0.6877 -0.7225 0.5040
H -1.8621 -1.8820 3.1908 0.1549 1.2630 -0.5874
H 2.7886 -1.0624 -0.5245 0.5487 0.3740 -0.1698
H 3.1873 -1.1610 -2.2792 -0.9907 0.7705 2.1230
H 2.1799 -2.1131 -1.5681 -1.3986 -0.0410 -0.0067
```
Positions in Å, forces in eV/Å.

Computed properties:
**ΔE to the lowest compared entry with this formula, charge and spin**: 150.4 kcal per mole
**Frontier orbital gap**: 0.3296 Ha
**Charge**: +1
**Largest force on an atom**: 4.10 eV/Å